{"formula": "C13H15Cl3CrGeN3S3", "method": "ωB97M-V/def2-TZVPD", "spin_multiplicity": 6, "s2": 8.79, "homo_ev": [-6.9358, -8.4623], "species": ["Cr", "C", "C", "S", "C", "C", "S", "H", "H", "H", "H", "H", "H", "C", "N", "C", "C", "N", "C", "S", "C", "C", "C", "C", "C", "N", "H", "H", "H", "H", "H", "H", "H", "H", "H", "Cl", "Ge", "Cl", "Cl"], "xyz": [[0.06334, -0.42144, -0.13774], [-1.91805, -0.96288, 4.13384], [-1.30000, -1.10238, 2.76101], [-0.48436, 0.23957, 2.14332], [-1.45235, -2.31028, 2.05040], [-2.21081, -3.45665, 2.66923], [-0.86908, -2.54765, 0.48011], [-1.66822, 0.00076, 4.57014], [-1.57905, -1.75167, 4.80983], [-3.00862, -1.03733, 4.06964], [-2.05911, -3.51645, 3.74744], [-1.91100, -4.39910, 2.21590], [-3.28426, -3.33188, 2.49452], [0.69246, 0.30173, -4.97924], [1.73176, 0.35711, -3.95088], [2.86968, 1.14677, -4.00173], [3.52183, 0.98266, -2.85261], [2.77781, 0.08096, -2.07938], [1.66046, -0.30976, -2.78754], [0.38551, -1.35010, -2.39432], [3.12801, -0.24961, -0.73023], [4.33450, 0.19851, -0.20650], [4.64881, -0.13154, 1.09701], [3.77695, -0.90975, 1.82947], [2.60278, -1.29811, 1.21779], [2.27095, -0.95257, -0.03182], [1.08078, 0.78474, -5.87127], [-0.20186, 0.81250, -4.62814], [0.44514, -0.73244, -5.19648], [3.10787, 1.76679, -4.84955], [4.42076, 1.45499, -2.51084], [5.02145, 0.78747, -0.79026], [5.57793, 0.21920, 1.53086], [3.98834, -1.19942, 2.84940], [1.86900, -1.90782, 1.73264], [-2.83281, 2.68359, 0.14225], [-1.95950, 1.01534, -1.01137], [-1.97941, 1.91780, -3.06240], [0.49217, 1.82624, -0.63992]], "forces_ev_per_a": [[-0.11, -0.62, 0.49], [0.01, -0.02, -0.11], [-0.10, -0.17, 0.07], [0.03, 0.01, -0.01], [-0.08, 0.10, 0.15], [0.02, 0.05, 0.00], [0.05, -0.17, 0.05], [0.01, 0.00, -0.03], [0.01, 0.05, -0.03], [0.07, -0.01, 0.00], [0.00, -0.02, -0.06], [-0.01, 0.02, -0.02], [0.03, 0.02, 0.02], [0.15, 0.03, 0.06], [-0.05, 0.06, -0.46], [-0.37, -0.05, -0.35], [-0.15, -0.19, 0.44], [0.26, -0.07, 0.34], [0.32, 0.44, 0.18], [0.03, -0.05, -0.16], [0.28, 0.38, -0.75], [0.20, 0.00, -0.03], [0.26, 0.22, -0.17], [-0.28, -0.24, 0.12], [-0.02, -0.15, 0.15], [0.06, -0.28, 0.48], [0.01, 0.02, -0.02], [0.03, -0.01, 0.04], [0.04, -0.06, -0.01], [-0.09, -0.08, 0.04], [-0.04, -0.04, 0.00], [0.04, -0.01, 0.03], [-0.05, -0.02, -0.04], [-0.02, -0.01, -0.04], [-0.02, 0.05, 0.04], [-0.03, 0.02, -0.03], [-0.43, 0.45, -0.21], [-0.09, 0.06, -0.02], [0.03, 0.29, -0.14]], "nbo_charge": [0.5421, -0.6562, -0.1506, -0.0159, -0.1383, -0.6595, -0.0604, 0.2377, 0.2189, 0.2295, 0.2176, 0.2360, 0.2342, -0.4134, -0.3418, -0.0369, -0.0683, -0.3746, 0.3053, -0.1384, 0.4098, -0.2603, -0.1289, -0.2548, 0.0774, -0.5109, 0.2091, 0.2577, 0.2302, 0.2380, 0.2343, 0.2222, 0.2278, 0.2341, 0.2165, -0.4924, 0.9237, -0.5278, -0.4727]}

***

{"formula": "C38H30F6N6O4Y", "method": "ωB97M-V/def2-TZVPD", "charge": -1, "homo_ev": -4.2986, "species": ["Y", "O", "C", "C", "C", "C", "C", "C", "C", "N", "C", "C", "N", "C", "C", "C", "C", "C", "C", "C", "O", "H", "H", "H", "H", "H", "H", "H", "H", "H", "H", "H", "H", "H", "H", "C", "C", "C", "C", "C", "C", "N", "C", "C", "C", "C", "C", "C", "N", "N", "C", "C", "C", "C", "C", "N", "H", "H", "H", "H", "H", "H", "H", "H", "H", "H", "H", "H", "H", "O", "C", "C", "C", "O", "C", "F", "F", "F", "C", "F", "F", "F", "H", "H", "H"], "xyz": [[-0.20312, -0.28941, -0.08159], [-1.25727, -0.29813, -2.08667], [-1.67613, -1.24957, -2.83821], [-1.33472, -1.31480, -4.21513], [-1.81083, -2.32244, -5.01861], [-2.66374, -3.31625, -4.52045], [-3.01095, -3.27761, -3.18958], [-2.52335, -2.27976, -2.33561], [-2.88284, -2.34797, -0.94496], [-2.42912, -1.63822, 0.02210], [-2.99917, -1.97678, 1.32983], [-2.34574, -1.11553, 2.39303], [-0.90995, -1.19962, 2.20948], [-0.21888, -1.66193, 3.18088], [1.20529, -1.86891, 3.21188], [1.75112, -2.57045, 4.29756], [3.09939, -2.82570, 4.38438], [3.93526, -2.35957, 3.36003], [3.44225, -1.65176, 2.29307], [2.05287, -1.36993, 2.17442], [1.60003, -0.67374, 1.20702], [-0.67661, -0.54844, -4.60552], [-1.51753, -2.34635, -6.06260], [-3.03201, -4.10130, -5.16779], [-3.65223, -4.04804, -2.77284], [-3.62466, -3.12737, -0.71982], [-2.80528, -3.03405, 1.54596], [-4.08227, -1.81782, 1.32221], [-2.64904, -1.43523, 3.39801], [-2.64820, -0.07318, 2.26304], [-0.74048, -1.96652, 4.10015], [1.07946, -2.92010, 5.07593], [3.50874, -3.37599, 5.22109], [5.00047, -2.55794, 3.41018], [4.09153, -1.28945, 1.50554], [-1.16335, -6.17278, -0.40840], [-0.84447, -5.70883, -1.67898], [-0.19736, -4.49633, -1.84253], [0.15457, -3.71611, -0.73466], [-0.15411, -4.19958, 0.53887], [-0.81149, -5.41153, 0.69757], [0.72761, -2.45093, -0.90541], [1.96521, -2.37659, -1.40000], [2.83519, -3.50339, -1.55837], [4.10775, -3.38022, -2.04543], [4.64340, -2.13762, -2.42951], [3.84773, -1.02689, -2.30484], [2.54395, -1.12857, -1.80047], [1.73621, -0.01137, -1.68491], [2.08292, 1.04090, -2.27206], [1.15381, 2.09368, -2.11093], [1.42369, 3.26567, -2.81026], [0.51874, 4.30493, -2.71990], [-0.61839, 4.13418, -1.94553], [-0.79122, 2.93509, -1.27535], [0.07809, 1.93079, -1.34412], [-1.67703, -7.11822, -0.28384], [-1.11955, -6.28658, -2.55386], [0.01771, -4.11577, -2.83440], [0.13565, -3.61411, 1.40229], [-1.04017, -5.76411, 1.69707], [2.47328, -4.47802, -1.25953], [4.72100, -4.27181, -2.11910], [5.65887, -2.05849, -2.79314], [4.21144, -0.04386, -2.56859], [2.32688, 3.32668, -3.39886], [0.69604, 5.23545, -3.24403], [-1.35599, 4.91729, -1.83937], [-1.65279, 2.77317, -0.64002], [-1.35234, 2.14102, 2.43820], [-0.80381, 1.60592, 1.52926], [1.64244, 1.97179, 3.52552], [1.43014, 2.75170, 2.23145], [0.66601, 2.07332, 1.28646], [0.83029, 4.16165, 2.54079], [0.06799, 4.16461, 3.64456], [1.79324, 5.08804, 2.76679], [0.08641, 4.62315, 1.53015], [2.78799, 2.94933, 1.52188], [2.68206, 3.78994, 0.47660], [3.26085, 1.79420, 1.05686], [3.73762, 3.45194, 2.34098], [0.67622, 1.71809, 3.95190], [2.20861, 2.55924, 4.24869], [2.18676, 1.05667, 3.29824]], "forces_ev_per_a": [[0.02, -0.32, -0.02], [0.21, 0.05, -0.05], [-0.18, -0.12, 0.07], [-0.03, -0.01, 0.02], [0.05, 0.06, -0.02], [-0.06, -0.09, 0.00], [0.03, 0.03, -0.04], [0.09, 0.11, -0.13], [-0.05, 0.05, 0.08], [0.00, -0.13, -0.09], [0.04, -0.01, 0.00], [-0.05, 0.04, -0.04], [0.14, 0.00, 0.15], [-0.15, 0.00, 0.04], [0.18, 0.04, -0.13], [0.03, 0.03, -0.03], [-0.04, -0.05, 0.08], [0.08, 0.04, -0.07], [-0.03, 0.00, -0.02], [-0.06, -0.07, 0.16], [0.02, 0.09, -0.25], [0.01, 0.01, 0.02], [-0.01, -0.01, 0.00], [0.00, 0.00, 0.00], [0.00, 0.00, 0.01], [0.01, 0.01, 0.04], [-0.01, 0.01, 0.01], [0.00, -0.01, 0.04], [-0.02, -0.02, -0.02], [0.01, -0.01, 0.00], [-0.03, 0.01, -0.03], [-0.01, 0.00, 0.01], [-0.01, 0.00, 0.00], [0.00, -0.01, 0.01], [-0.01, 0.01, -0.01], [-0.03, -0.04, 0.02], [0.00, -0.01, -0.04], [0.01, 0.01, 0.06], [-0.09, -0.14, 0.00], [0.02, 0.02, -0.04], [0.00, 0.00, 0.02], [0.11, 0.34, -0.04], [0.07, -0.07, 0.02], [0.07, -0.16, -0.05], [-0.16, -0.15, 0.07], [-0.06, 0.27, -0.01], [0.26, -0.28, -0.04], [-0.17, 0.35, -0.05], [-0.07, -0.31, 0.09], [-0.02, 0.04, 0.06], [0.12, -0.16, -0.01], [-0.12, 0.04, 0.05], [0.05, -0.03, -0.01], [-0.09, 0.01, 0.05], [0.06, 0.00, -0.04], [0.01, 0.25, -0.07], [0.00, 0.00, 0.01], [0.00, 0.00, 0.00], [0.00, 0.01, 0.00], [0.01, 0.01, -0.02], [-0.01, -0.01, 0.00], [0.00, 0.01, 0.01], [0.01, 0.00, 0.00], [0.01, 0.00, 0.00], [-0.01, 0.02, 0.00], [0.02, -0.01, 0.00], [0.00, 0.00, 0.00], [0.01, 0.01, -0.01], [-0.01, 0.02, 0.00], [-0.01, -0.11, -0.02], [-0.05, 0.25, 0.11], [0.05, 0.00, -0.01], [-0.05, 0.07, -0.04], [-0.09, 0.01, 0.14], [-0.09, 0.06, 0.05], [0.04, 0.02, -0.04], [-0.02, -0.04, 0.01], [0.03, -0.02, 0.01], [0.09, 0.05, -0.02], [-0.02, 0.01, -0.02], [-0.03, -0.04, 0.01], [-0.01, -0.04, 0.01], [-0.02, -0.01, -0.02], [0.01, 0.00, 0.00], [-0.02, 0.00, -0.01]], "mulliken_charge": [0.1355, -0.7410, 0.3615, -0.6887, -0.5293, -0.7795, -0.6305, 0.9048, -0.4180, 0.1758, -0.9643, -1.2631, 0.9679, -1.0225, 1.1303, -0.8788, -0.8650, -0.5796, -0.8338, -0.4814, 1.4096, 0.4543, 0.3816, 0.3781, 0.3444, 0.3056, 0.3940, 0.5204, 0.4920, 0.1689, 0.0519, 0.3751, 0.3779, 0.4125, 0.4899, -0.6474, -0.7941, 0.2962, -1.5118, 0.0087, -0.6469, 1.9054, 0.5303, -0.8736, -0.6334, -0.9145, -0.5156, -0.3042, 2.3142, -1.6337, -0.5010, -0.5678, -0.3965, -0.8828, -0.7085, 1.3319, 0.3738, 0.3682, 0.5093, 0.2882, 0.3962, 0.4300, 0.3904, 0.3749, 0.4404, 0.5389, 0.3766, 0.4615, 0.4370, -0.5295, -0.7794, -1.6407, 1.1282, 0.7943, 0.4634, -0.2906, -0.3181, -0.1960, 0.1584, -0.2848, -0.0423, -0.3285, 0.3509, 0.4708, 0.2471]}

***

{"formula": "C27H54Cl2MnN3O4Si2", "method": "ωB97M-V/def2-TZVPD", "charge": -1, "spin_multiplicity": 6, "s2": 8.76, "homo_ev": [-4.3843, -4.5056], "species": ["C", "C", "H", "H", "H", "C", "C", "H", "H", "H", "H", "Mn", "Cl", "C", "O", "N", "C", "C", "H", "H", "H", "H", "H", "H", "H", "H", "H", "C", "C", "N", "H", "C", "O", "H", "H", "H", "H", "H", "H", "C", "C", "N", "H", "C", "O", "H", "H", "H", "H", "O", "C", "C", "C", "H", "C", "H", "C", "H", "C", "C", "H", "H", "H", "Si", "Cl", "C", "C", "C", "H", "H", "H", "H", "H", "H", "H", "H", "H", "C", "Si", "C", "C", "C", "H", "H", "H", "H", "H", "H", "H", "H", "H", "H", "H"], "xyz": [[2.82053, -2.35358, -2.59978], [2.39462, -1.53160, -3.75573], [2.26416, -3.30087, -2.61119], [2.63272, -1.84518, -1.64683], [3.89271, -2.60953, -2.66235], [2.38248, -2.03289, -5.01722], [2.66129, -3.45362, -5.35407], [2.17362, -1.40349, -5.87474], [2.13509, -4.17385, -4.70609], [3.73478, -3.70172, -5.32705], [2.31816, -3.60608, -6.38706], [1.72006, 1.37940, 0.19874], [3.56206, 2.42255, -0.64100], [-0.26180, 3.60871, 0.39035], [-0.15215, 2.34912, 0.42097], [-1.42702, 4.27051, 0.29726], [-2.69778, 3.55360, 0.40961], [-1.41736, 5.55555, -0.39896], [0.63162, 4.23714, 0.40800], [-2.68675, 2.93764, 1.31796], [-2.87701, 2.88618, -0.44850], [-3.47543, 4.31883, 0.46490], [-0.61832, 6.19417, 0.00631], [-2.39598, 6.03365, -0.27023], [-1.21479, 5.44645, -1.48269], [-3.03396, 1.80376, 4.70816], [-2.65208, 1.34151, 7.21535], [-3.29564, 0.73863, 4.63043], [-2.78070, 0.27028, 7.00930], [-2.52666, -0.01527, 5.60301], [-3.08552, 0.36033, 3.62457], [-1.60925, -0.92659, 5.21994], [-1.30693, -1.19201, 4.05169], [-2.07701, -0.30719, 7.62305], [-1.15317, -1.42521, 6.10477], [-4.36153, 0.62818, 4.86758], [-3.80625, -0.01176, 7.28705], [-0.44850, -4.25975, 3.22309], [-0.88832, -3.82000, 0.30285], [-1.41528, -4.74427, 3.00028], [-1.82561, -4.32602, 0.59775], [-2.15283, -4.02069, 1.97498], [-2.01389, -4.78042, 3.92099], [-2.91529, -2.95363, 2.32000], [-3.35804, -2.11198, 1.54532], [-2.63122, -4.01024, -0.07393], [-3.12579, -2.93291, 3.40847], [-1.22661, -5.76072, 2.63310], [-1.67073, -5.41474, 0.52597], [1.32916, 0.07380, -2.24795], [2.01870, -0.06959, -3.49519], [0.37463, 0.00054, -5.50482], [1.31929, 0.61213, -4.66649], [0.10361, -1.05417, -5.37176], [-0.16144, 0.70996, -6.59686], [2.97106, 0.47189, -3.35075], [1.68102, 1.94626, -4.87104], [-0.85240, 0.19834, -7.27601], [0.23699, 2.04254, -6.82267], [1.17140, 2.63612, -5.96114], [2.40477, 2.37963, -4.18596], [-0.19363, 2.58737, -7.65917], [1.51598, 3.65243, -6.14044], [-0.55186, -0.20539, -2.05607], [-0.13933, -1.70537, -0.64095], [-1.24086, -1.40856, -3.34619], [-0.72547, 1.65078, -2.60980], [-2.23243, 0.09104, -1.01006], [-1.58925, -0.90771, -4.25764], [-2.10510, -1.89154, -2.86831], [-0.49788, -2.16998, -3.59707], [-2.65972, -0.87166, -0.69167], [-2.96535, 0.63424, -1.61307], [-1.96547, 0.67245, -0.11103], [-0.78938, 1.70964, -3.70207], [0.16246, 2.23022, -2.31267], [-1.60444, 2.15506, -2.20855], [1.97021, -0.28095, 5.13385], [2.66700, 0.45180, 3.53514], [3.70705, 1.95283, 4.01303], [3.81383, -0.81400, 2.74485], [1.32421, 0.86227, 2.30061], [2.76966, -0.58606, 5.82131], [1.33920, -1.15569, 4.93626], [1.34925, 0.45573, 5.65962], [4.50431, 1.68646, 4.72246], [4.18306, 2.38443, 3.12337], [3.09861, 2.73370, 4.48809], [3.22966, -1.58077, 2.22311], [4.47476, -0.32599, 2.01882], [4.42865, -1.30537, 3.51027], [0.46785, 0.16969, 2.38117], [0.91896, 1.87111, 2.50900]], "forces_ev_per_a": [[0.14, -0.45, 0.59], [-0.37, 0.37, -1.96], [0.12, 0.12, 0.23], [-0.03, -0.18, -0.30], [-0.28, 0.09, -0.04], [0.24, 0.49, 1.43], [0.14, -0.54, -0.48], [0.00, 0.01, 0.29], [0.17, 0.27, -0.13], [-0.21, 0.01, 0.05], [0.14, -0.30, 0.23], [-0.14, -1.19, 0.49], [0.17, 0.33, -0.16], [-0.15, -2.21, -0.50], [-0.74, 2.93, -0.08], [0.26, -0.21, -0.04], [0.18, -0.27, -0.24], [0.29, 0.21, -0.13], [0.06, 0.15, -0.15], [-0.02, 0.17, -0.28], [0.07, 0.22, 0.26], [-0.02, -0.26, 0.09], [-0.34, -0.11, -0.02], [0.38, -0.02, 0.05], [-0.25, -0.11, 0.46], [-0.06, -0.18, -0.16], [0.05, -0.21, -0.03], [0.01, 0.05, 0.08], [0.11, -0.23, -0.29], [-0.27, 0.24, 0.35], [-0.02, 0.08, 0.24], [0.61, -0.46, -1.38], [-0.46, 0.25, 1.91], [-0.20, 0.22, -0.11], [0.05, 0.05, -0.38], [0.11, 0.03, -0.18], [0.17, 0.05, -0.05], [-0.27, -0.18, -0.07], [-0.52, -0.29, -0.03], [-0.04, 0.27, -0.06], [0.58, 0.07, -0.17], [-0.19, -0.23, 0.37], [0.23, -0.05, -0.19], [-0.22, 0.63, -0.67], [0.11, -0.94, 0.72], [0.22, 0.03, 0.24], [0.10, 0.07, -0.21], [-0.08, 0.17, 0.25], [-0.17, 0.30, -0.08], [-1.00, -0.62, -0.02], [0.15, -0.23, 0.78], [0.13, 0.32, -0.67], [0.02, 0.05, 0.19], [0.19, 0.78, -0.03], [0.47, 0.26, 0.53], [-0.20, -0.07, -0.01], [-0.18, -0.67, -0.57], [0.17, 0.32, 0.27], [0.00, -0.68, 0.42], [-0.31, 0.25, -0.23], [-0.11, 0.13, -0.16], [0.21, 0.01, 0.10], [-0.18, -0.08, -0.04], [-1.45, 1.63, -0.52], [1.35, -0.83, 1.24], [-0.09, 0.20, -0.27], [0.55, 0.51, -0.31], [0.51, -0.68, 0.10], [-0.03, -0.18, 0.21], [0.31, 0.05, -0.05], [-0.10, -0.05, -0.13], [-0.01, 0.38, 0.08], [-0.04, 0.11, 0.00], [-0.26, -0.16, -0.22], [0.03, 0.08, 0.03], [-0.18, -0.01, -0.21], [-0.06, -0.08, 0.07], [0.07, -0.11, 0.29], [-0.81, 0.00, -0.92], [0.12, 0.13, 0.09], [0.16, -0.13, 0.33], [0.58, 0.29, 0.19], [-0.06, 0.01, -0.03], [0.10, 0.12, -0.08], [0.05, -0.03, -0.09], [-0.13, 0.00, -0.14], [-0.09, -0.04, 0.11], [0.05, -0.11, -0.10], [0.07, 0.11, 0.05], [-0.10, -0.09, 0.06], [0.06, -0.02, -0.18], [0.29, 0.10, -0.13], [0.05, -0.23, 0.26]], "lowdin_spin": [0.0000, 0.0002, 0.0000, 0.0003, 0.0000, 0.0003, 0.0001, 0.0000, 0.0000, 0.0000, 0.0000, 4.7156, 0.0959, 0.0113, 0.0553, 0.0038, 0.0005, 0.0008, 0.0015, 0.0002, 0.0001, 0.0000, 0.0001, 0.0001, 0.0001, 0.0000, 0.0000, 0.0000, 0.0000, 0.0000, 0.0000, 0.0001, 0.0003, 0.0000, 0.0000, 0.0000, 0.0000, 0.0000, 0.0001, 0.0000, 0.0001, 0.0000, 0.0000, 0.0000, 0.0000, 0.0000, 0.0000, 0.0000, 0.0000, 0.0227, 0.0014, 0.0002, 0.0001, 0.0000, 0.0000, 0.0003, 0.0002, 0.0000, 0.0001, 0.0000, 0.0002, 0.0000, 0.0000, 0.0023, 0.0105, 0.0003, 0.0020, 0.0001, 0.0000, 0.0001, 0.0000, 0.0000, 0.0000, 0.0000, 0.0002, 0.0012, 0.0000, 0.0018, 0.0117, 0.0004, 0.0038, 0.0334, 0.0004, 0.0001, 0.0001, 0.0000, 0.0001, 0.0000, 0.0006, 0.0010, 0.0002, 0.0093, 0.0083]}

***

How do the records compare in ΔE to the lowest compared entry with this formula, charge and spin? In the order shown, they have 0.0; 64.0; 211.3 kJ/mol.